{"formula": "C36H34Cl2F5N6O6S3Sc", "method": "ωB97M-V with the def2-TZVPD basis set", "e_tot_ha": -5547.5101, "homo_lumo_gap_ev": 7.3794, "multiplicity": 1, "mol_weight_g_mol": 953.8, "species": ["H", "H", "C", "H", "C", "C", "C", "H", "O", "O", "S", "C", "C", "N", "C", "C", "H", "H", "H", "C", "H", "H", "H", "H", "C", "H", "F", "H", "H", "H", "H", "O", "C", "H", "C", "H", "N", "S", "H", "C", "C", "N", "C", "H", "H", "H", "C", "C", "C", "H", "C", "H", "C", "H", "Sc", "C", "Cl", "C", "C", "H", "H", "N", "C", "C", "N", "Cl", "O", "F", "O", "C", "C", "H", "F", "H", "F", "C", "N", "C", "C", "H", "S", "C", "H", "H", "O", "H", "H", "C", "C", "C", "C", "F", "C"], "coordinates": [[-2.5481, 0.2980, 0.4535], [-2.0579, -0.3449, -1.1392], [2.3843, 3.7432, 3.9620], [-1.0518, -0.7537, 4.6474], [4.0025, 1.1878, -0.5066], [2.9903, 4.2990, 1.7322], [-0.4407, -2.0558, -6.1637], [1.1166, -2.4009, -2.1367], [-1.5744, 2.4185, 0.7029], [0.1051, 1.3532, -0.1779], [-2.7851, 0.9169, 3.0598], [-0.9205, 2.0829, -0.3267], [3.5559, 0.6857, -1.7141], [-1.9544, -1.2071, 4.5008], [-1.0632, -3.0109, -5.3604], [-3.6903, -2.7192, 4.2681], [-0.3450, -4.6893, -6.5025], [-3.0130, -0.8976, -3.5367], [-4.6917, -1.2169, 3.0400], [-2.3600, -0.6019, -0.1212], [-2.1804, 5.8045, 2.7476], [-1.8685, -3.0941, -0.8196], [3.6586, 1.1848, 1.6221], [-2.3899, 2.3531, -1.8407], [0.2905, -1.9370, 2.1174], [1.1354, -1.2850, -0.4394], [4.6380, 5.9372, 1.3464], [-2.0379, -2.9446, 5.6986], [0.7249, -2.1322, -3.8067], [1.4209, -5.1689, 1.9223], [-2.4959, -3.3126, -3.7937], [1.3379, 2.6611, 2.1282], [2.0306, -3.7340, 3.3897], [-3.9178, -3.6334, 3.7240], [1.3239, -4.1594, 2.3020], [0.0090, -4.7831, -4.7809], [-0.7799, 2.1267, -4.1235], [-2.0318, 1.4233, -4.9026], [-1.5710, -3.2202, 4.0080], [-2.2735, -1.2332, -4.2515], [-1.6364, -0.3009, -5.0562], [-3.8165, -1.5432, 3.4118], [-1.3174, 2.4966, -1.7136], [-0.6171, 0.6523, -2.6098], [4.8016, 1.9144, -0.4615], [-2.3434, 4.3924, 1.6347], [-0.4925, 1.7326, -2.7432], [-1.6871, 4.9622, 2.2793], [3.9048, 5.2217, 2.2044], [2.7128, -4.4042, 3.8966], [-1.9817, -2.5804, -4.4062], [0.0397, 2.1628, -4.7175], [4.0633, 5.4092, 3.5657], [0.5623, 1.9365, -2.5743], [-0.0631, 1.3632, 1.9472], [3.2950, 4.6652, 4.4432], [-0.3452, 5.5699, 1.3041], [2.2039, 3.5289, 2.5927], [-0.7187, -0.7067, -6.0154], [-1.1289, 3.5698, -1.8065], [-0.2412, -4.6888, 0.1816], [1.2100, -1.8503, -2.9702], [-0.3447, -3.6765, 0.5562], [1.0341, -1.5111, 3.2588], [-0.5695, -1.0526, 1.4986], [-1.1431, 3.8794, 3.5776], [2.0806, -0.0633, -4.0342], [1.6516, 3.0453, 4.8370], [-3.1682, 1.5033, -4.0310], [-2.2107, -2.6297, 4.6719], [-2.8424, -0.6415, 3.6860], [-4.3475, -2.6488, 5.1389], [2.8453, 4.1508, 0.4081], [3.9737, 1.0088, -2.6587], [3.4378, 4.8394, 5.7592], [1.9785, -0.6044, -0.4877], [2.3621, -0.0911, 0.6756], [3.3677, 0.7791, 0.6595], [0.4378, -3.2674, 1.6606], [-3.3002, -1.1524, -0.1961], [0.8940, 0.0961, 3.9420], [-1.2300, -2.8082, 0.0063], [-0.2421, 0.0255, -6.6538], [-1.6271, -5.0882, -5.3539], [-2.0438, 1.9755, -6.2221], [0.2648, -2.3736, -6.9221], [2.4362, -2.0966, 4.7305], [1.8754, -2.4218, 3.8638], [1.9433, -0.7102, -3.0082], [-1.3323, -1.4869, 0.5155], [2.5249, -0.2464, -1.7100], [4.9496, 6.2967, 4.0277], [-0.7418, -4.4726, -5.5117]], "forces_ev_per_a": [[0.0, 0.0, 0.0], [0.0, 0.0, 0.0], [0.0, 0.0, 0.0], [0.1, 0.0, 0.0], [0.0, 0.0, 0.0], [0.0, 0.0, 0.0], [0.0, 0.0, 0.0], [0.0, 0.0, 0.0], [0.1, 0.2, -0.1], [0.0, -0.1, -0.1], [0.1, 0.1, 0.0], [0.1, 0.1, 0.0], [0.0, 0.0, 0.0], [-0.1, 0.0, 0.1], [0.0, 0.0, 0.0], [0.0, 0.0, 0.0], [0.0, 0.0, 0.0], [0.0, 0.0, 0.0], [0.0, 0.0, 0.0], [0.0, 0.0, 0.0], [0.0, 0.0, 0.0], [0.0, 0.0, 0.0], [0.0, 0.0, 0.0], [0.0, 0.0, 0.0], [0.0, 0.0, 0.0], [0.0, 0.0, 0.0], [0.0, 0.0, 0.0], [0.0, 0.0, 0.0], [0.0, 0.0, 0.0], [0.0, 0.0, 0.0], [0.0, 0.0, 0.0], [-0.1, 0.1, -0.1], [0.0, 0.0, 0.0], [0.0, 0.0, 0.0], [0.0, 0.0, 0.0], [0.0, 0.0, 0.0], [0.0, 0.0, 0.0], [0.0, -0.1, 0.0], [0.0, 0.0, 0.0], [0.0, 0.0, 0.0], [0.0, 0.0, 0.0], [0.0, 0.0, 0.0], [0.1, 0.1, 0.0], [0.0, 0.0, 0.0], [0.0, 0.0, 0.0], [0.0, 0.0, 0.0], [0.0, 0.0, 0.0], [0.0, 0.0, 0.0], [0.0, 0.0, 0.0], [0.0, 0.0, 0.0], [0.0, 0.0, 0.0], [0.0, 0.0, 0.0], [0.0, 0.0, 0.0], [0.0, 0.0, 0.0], [-0.3, -0.6, 0.2], [0.0, 0.0, 0.0], [0.0, 0.0, 0.0], [0.0, 0.0, 0.0], [0.0, 0.0, 0.0], [0.0, 0.0, 0.0], [0.0, 0.0, 0.0], [0.0, 0.0, 0.0], [0.0, 0.0, 0.0], [0.0, 0.0, 0.0], [0.2, 0.0, 0.0], [0.0, 0.1, 0.0], [0.0, 0.0, 0.0], [0.0, 0.0, 0.0], [0.0, 0.0, 0.0], [0.0, 0.0, 0.0], [0.1, -0.1, 0.0], [0.0, 0.0, 0.0], [0.0, 0.0, 0.0], [0.0, 0.0, 0.0], [0.0, 0.0, 0.0], [0.0, 0.0, 0.0], [0.0, 0.0, 0.0], [0.0, 0.0, 0.0], [0.0, 0.0, 0.0], [0.0, 0.0, 0.0], [0.1, 0.0, 0.0], [0.0, 0.0, 0.0], [0.0, 0.0, 0.0], [0.0, 0.0, 0.0], [0.0, 0.0, 0.0], [0.0, 0.0, 0.0], [0.0, 0.0, 0.0], [0.0, 0.0, 0.0], [-0.1, 0.1, 0.0], [0.0, 0.0, 0.0], [0.0, 0.0, 0.0], [0.0, 0.0, 0.0], [0.0, 0.0, 0.0]]}